Entry 1:
A cluster of 5 separate species, C30H25F5 in total at a distorted geometry, computed with ωB97M-V/def2-TZVPD.

Values from the calculation:
- Frontier orbital gap: 9.82 eV
- E_HOMO: -9.257 eV
- Multiplicity: 1
- Relative energy (zero: lowest compared OMol25 entry of this formula, charge and spin): 1.450 eV
- SMILES: Fc1ccccc1.Fc1ccccc1.Fc1ccccc1.Fc1ccccc1.Fc1ccccc1
- Charge: 0
- E_tot: -1657.43136 a.u.

Cartesian coordinates (Å):
F 10.970 -1.248 -0.537
C 10.360 -1.118 0.685
C 9.016 -0.787 0.769
C 8.455 -0.571 2.048
C 9.268 -0.744 3.181
C 10.604 -1.074 3.086
C 11.158 -1.167 1.820
H 8.392 -0.724 -0.110
H 7.450 -0.180 2.101
H 8.709 -0.701 4.104
H 11.227 -1.293 3.940
H 12.226 -1.303 1.729
F 2.899 -5.542 2.626
C 2.673 -6.339 3.680
C 1.930 -5.850 4.774
C 1.537 -6.673 5.889
C 1.954 -7.987 5.916
C 2.682 -8.498 4.802
C 3.003 -7.684 3.677
H 1.681 -4.812 4.610
H 0.859 -6.323 6.653
H 1.624 -8.606 6.736
H 2.895 -9.552 4.702
H 3.425 -8.190 2.821
F -4.972 5.446 -8.539
C -4.804 4.435 -7.642
C -5.822 3.459 -7.508
C -5.581 2.369 -6.680
C -4.384 2.195 -5.972
C -3.448 3.226 -6.032
C -3.684 4.325 -6.854
H -6.747 3.635 -8.036
H -6.301 1.583 -6.504
H -4.175 1.318 -5.377
H -2.538 3.239 -5.450
H -3.006 5.157 -6.977
F -0.760 0.023 -1.744
C -0.682 0.017 -0.342
C -1.818 0.482 0.332
C -1.795 0.531 1.724
C -0.577 0.176 2.360
C 0.569 -0.216 1.609
C 0.515 -0.368 0.243
H -2.705 0.806 -0.193
H -2.702 0.844 2.220
H -0.514 0.152 3.438
H 1.443 -0.584 2.127
H 1.324 -0.737 -0.370
F -7.160 2.698 1.046
C -6.927 3.636 0.091
C -6.082 4.730 0.349
C -5.986 5.745 -0.519
C -6.732 5.679 -1.721
C -7.476 4.526 -2.017
C -7.599 3.490 -1.099
H -5.649 4.684 1.337
H -5.330 6.523 -0.157
H -6.591 6.422 -2.491
H -7.965 4.568 -2.979
H -8.337 2.752 -1.375

Cartesian forces, eV/Å:
F -0.5779 -0.0448 0.7743
C 0.3469 0.7370 -0.0118
C -0.3439 -0.1242 0.7131
C 1.7441 -0.0591 -0.9534
C -1.7521 -0.1084 -0.1362
C -0.2323 0.0024 -0.5342
C 0.3638 -0.3954 -0.3169
H 0.1384 0.1033 -0.1568
H -0.1276 -0.3352 0.2430
H 0.4822 0.1718 0.4507
H -0.0849 0.2659 0.1540
H 0.0433 -0.2138 -0.2260
F 0.1690 -0.0651 0.1131
C -1.2331 -0.9749 1.9393
C 0.2572 -0.4035 -0.1695
C 0.7550 1.0633 -1.9610
C 0.5876 -0.3968 -1.3771
C -0.6122 1.3322 -0.2825
C -0.1852 -1.0367 0.9759
H -0.4629 0.1851 0.6665
H 0.1730 0.3649 0.0169
H 0.1994 -0.2666 -0.0607
H 0.1207 -0.0494 0.2665
H 0.2300 0.2530 -0.1290
F 0.2282 -0.4468 0.7645
C -1.4104 -1.6306 0.3027
C 0.8506 0.8570 -0.0825
C 0.3014 -0.4562 0.4183
C 0.3078 1.2292 -0.4096
C -0.3833 0.0974 -0.2010
C 0.3451 0.9487 -0.7245
H -0.1109 -0.3188 -0.0436
H -0.4325 0.1280 -0.4233
H -0.2413 -0.0344 0.0388
H 0.0480 -0.2702 0.0427
H 0.4917 -0.1008 0.3364
F 0.1422 -0.2132 1.5708
C -0.7464 0.6489 -1.6229
C 0.7515 -0.3359 0.1064
C 1.7122 -0.4662 -0.4322
C -0.0719 -0.0317 -0.7943
C -1.2881 -0.4589 1.2226
C -0.9998 0.5667 -0.4782
H 0.1035 -0.1341 -0.3024
H 0.1999 -0.0292 0.4090
H 0.0197 0.1414 0.0630
H 0.1109 0.2642 0.1885
H 0.0537 0.0516 0.0647
F 0.4929 0.3603 -0.0478
C -0.3251 -0.1269 -0.2979
C -1.3113 -3.0364 1.8743
C -0.3040 0.7692 -1.2101
C 0.9879 -0.6552 0.2206
C 0.8627 1.8696 0.1927
C -0.5186 0.7313 -0.6982
H 0.4099 0.4053 0.0039
H -0.1044 0.5866 -0.7708
H -0.2138 0.2170 0.0885
H -0.2541 -0.5520 0.0247
H 0.2975 -0.5798 0.6079



Entry 2:
A structure of composition C30H25F5N7ORhS2 at a distorted geometry, computed with ωB97M-V/def2-TZVPD.

Values from the calculation:
- Frontier orbital gap (spin up / spin down): 5.77 / 5.45 eV
- E_HOMO (spin up / spin down): -6.448 / -6.413 eV
- Multiplicity: 1
- Charge: 0
- E_tot: -3022.69107 a.u.

Cartesian coordinates (Å):
Rh 0.477 -0.763 0.643
N 4.316 -2.645 -1.800
C 3.331 -2.197 -0.962
S 1.838 -3.164 -1.010
N 3.583 -1.172 -0.237
N 2.660 -0.715 0.694
C 3.254 0.103 1.493
C 2.671 0.588 2.697
C 2.881 1.949 2.989
C 2.022 2.717 3.732
C -0.610 2.344 4.438
C -1.012 0.944 3.880
N 0.115 0.819 2.114
H 4.193 -3.550 -2.218
H 5.259 -2.368 -1.576
H 4.225 0.489 1.173
H 3.729 2.420 2.496
H 2.177 3.771 3.934
H -0.932 2.574 5.452
H -1.695 0.314 4.456
S -1.822 -1.364 0.907
C -2.675 -0.166 0.047
N -2.110 0.976 -0.338
C -2.903 2.103 -0.801
C -3.974 1.578 -1.739
C -4.821 0.552 -1.007
N -3.962 -0.377 -0.274
H -1.184 1.139 0.032
H -2.243 2.800 -1.311
H -3.352 2.619 0.052
H -3.489 1.101 -2.594
H -4.604 2.389 -2.103
H -5.419 -0.021 -1.715
H -5.503 1.049 -0.313
H -4.314 -1.291 -0.049
N 0.621 -2.051 -0.825
C 0.108 -1.342 -1.885
C -1.261 -1.617 -2.347
C -1.937 -2.769 -1.931
C -3.206 -3.058 -2.409
C -3.831 -2.202 -3.310
C -3.176 -1.047 -3.724
C -1.907 -0.757 -3.244
C 1.038 -0.615 -2.803
C 1.907 0.373 -2.338
C 2.863 0.933 -3.174
C 2.959 0.525 -4.497
C 2.078 -0.430 -4.986
C 1.123 -0.991 -4.148
H -1.441 -3.436 -1.240
H -3.709 -3.963 -2.085
H -4.813 -2.442 -3.701
H -3.655 -0.374 -4.427
H -1.404 0.153 -3.554
H 1.809 0.710 -1.316
H 3.535 1.690 -2.787
H 3.718 0.947 -5.145
H 2.135 -0.745 -6.022
H 0.452 -1.753 -4.528
F 2.969 0.420 6.944
C 2.313 0.566 5.794
C 2.419 -0.366 4.805
F 3.212 -1.393 4.962
C 1.691 -0.219 3.528
F 1.471 -1.499 3.066
C 0.485 0.668 3.496
O -1.326 1.050 2.520
C 0.884 1.978 4.305
F -0.999 3.384 3.629
C 1.488 1.661 5.588
F 1.279 2.465 6.609

Cartesian forces, eV/Å:
Rh -1.7116 0.5893 0.1173
N 0.0168 -0.0278 0.0584
C -0.1472 0.0071 0.0595
S 0.3530 0.3333 0.1553
N 0.1334 0.1665 -0.4454
N -0.0753 -0.3019 -0.1789
C 0.3702 0.0616 0.1630
C 0.0663 0.4569 0.2451
C -0.0139 -0.0918 -0.4813
C 0.1161 0.1362 0.4482
C 0.0421 -0.0299 -0.0846
C 0.2484 -0.0177 -0.1633
N -0.1192 0.3998 -0.3297
H -0.0138 0.0152 -0.0780
H -0.0356 -0.0011 0.0248
H 0.0646 -0.1802 0.1910
H -0.0873 0.0104 0.0254
H 0.1036 -0.1137 0.0261
H 0.0153 0.0018 0.0724
H 0.0476 0.0709 0.0237
S 0.5933 0.2846 -0.3605
C -0.1403 -0.0905 0.0213
N -0.0577 0.1294 0.1210
C -0.0220 -0.0760 -0.0327
C 0.0474 0.0113 -0.0472
C 0.1269 -0.0530 0.0772
N -0.0063 0.0853 -0.0006
H 0.1732 -0.0080 0.1129
H 0.0529 0.0149 -0.0096
H 0.0044 0.0664 0.0311
H -0.1228 0.1831 0.1410
H -0.0135 0.0049 0.0240
H -0.0175 -0.0646 -0.0171
H -0.0219 0.0142 0.0307
H -0.0199 -0.0356 0.0119
N -0.6030 -1.5391 -1.6285
C 1.2173 0.3321 1.6511
C -0.2982 0.2514 0.0637
C 0.0452 -0.0851 -0.0498
C -0.0203 -0.0171 -0.0322
C 0.1278 0.0267 0.0168
C 0.0469 -0.1578 -0.0567
C 0.0984 -0.0606 0.0287
C -0.0077 -0.0143 -0.0701
C -0.0596 0.0262 -0.0882
C -0.0367 -0.0101 -0.0023
C -0.0240 -0.0346 0.0345
C -0.0603 -0.0382 0.0260
C 0.0082 -0.0815 0.0510
H -0.0033 0.0241 0.0061
H 0.0457 0.0496 -0.0201
H 0.0196 0.0172 0.0284
H 0.0300 -0.0312 0.0217
H -0.0088 -0.0517 -0.0157
H 0.0094 -0.0109 0.1144
H -0.0513 -0.0479 -0.0113
H -0.0495 0.0200 0.0104
H 0.0081 -0.0037 0.0596
H 0.0226 0.0272 -0.0105
F 0.1404 0.0653 0.1407
C -0.2856 -0.2839 -0.1970
C -0.0733 0.7063 0.2879
F 0.4120 -0.6599 0.0233
C -0.3496 -0.3990 -0.1545
F -0.0045 -0.0521 -0.1163
C 0.0827 0.3157 0.4204
O 0.1384 -0.3096 -0.1949
C -1.0530 -0.2602 -0.5936
F 0.0022 -0.0718 0.0748
C 0.7133 -0.1097 -0.2963
F -0.1291 0.5169 0.5262



Entry 3:
A structure of composition C30H26AsBrF6N5O2PSZr at a distorted geometry, computed with ωB97M-V/def2-TZVPD.

Values from the calculation:
- Frontier orbital gap (spin up / spin down): 5.66 / 3.49 eV
- E_HOMO (spin up / spin down): -16.115 / -16.114 eV
- Multiplicity: 2
- Relative energy (zero: lowest compared OMol25 entry of this formula, charge and spin): 1.215 eV
- Charge: +3
- E_tot: -7778.01902 a.u.

Cartesian coordinates (Å):
Zr 1.028 1.323 -0.297
N 4.863 0.447 2.490
C 4.084 1.197 1.756
S 4.760 1.637 0.097
N 3.011 1.762 2.230
N 1.963 2.230 1.591
C 1.461 3.383 1.934
C 0.179 3.745 1.375
C -0.422 4.963 1.660
C -1.680 5.230 1.129
C -2.298 4.263 0.355
C -1.624 3.069 0.096
N -0.415 2.810 0.581
H 5.779 0.171 2.162
H 4.609 0.221 3.449
H 1.962 4.045 2.637
H 0.084 5.690 2.284
H -2.164 6.180 1.315
H -3.281 4.431 -0.063
H -2.059 2.303 -0.536
O 5.583 -2.065 -3.174
C 4.656 -1.353 -2.579
C 3.283 -1.437 -2.845
C 2.424 -0.617 -2.158
N 2.816 0.265 -1.219
C 4.135 0.342 -0.970
Br 1.562 -0.841 1.292
C 5.073 -0.432 -1.600
H 5.252 -2.661 -3.860
H 2.907 -2.115 -3.600
H 1.366 -0.634 -2.382
H 6.129 -0.337 -1.386
F 2.144 2.898 -0.884
P 1.516 3.285 -2.606
F 0.837 3.417 -3.970
F 2.637 2.277 -3.041
F 2.421 4.524 -2.609
F 0.354 3.980 -1.774
F 0.560 1.781 -2.266
O -0.492 0.135 -0.665
As -1.184 -1.181 0.178
C -1.855 -0.688 1.931
C -2.949 -1.412 2.396
C -3.516 -1.082 3.617
C -3.006 -0.028 4.360
C -1.923 0.701 3.888
C -1.344 0.368 2.672
C -0.468 -2.998 -0.055
C 0.343 -3.301 -1.134
C 0.805 -4.601 -1.284
C 0.437 -5.576 -0.367
C -0.396 -5.259 0.696
C -0.854 -3.959 0.865
C -2.878 -1.372 -0.804
C -3.789 -0.325 -0.694
C -4.956 -0.360 -1.443
C -5.205 -1.438 -2.281
C -4.296 -2.479 -2.381
C -3.117 -2.451 -1.640
H -3.363 -2.217 1.800
H -4.364 -1.646 3.982
H -3.455 0.223 5.312
H -1.519 1.518 4.471
H -0.476 0.910 2.330
H 0.595 -2.557 -1.875
H 1.446 -4.854 -2.118
H 0.784 -6.593 -0.496
H -0.694 -6.024 1.400
H -1.500 -3.718 1.700
H -3.609 0.498 -0.010
H -5.669 0.449 -1.358
H -6.121 -1.470 -2.855
H -4.490 -3.322 -3.030
H -2.413 -3.268 -1.724

Cartesian forces, eV/Å:
Zr -0.1896 -3.7485 1.4404
N -0.5005 0.3874 0.4203
C 1.3380 -1.1097 -1.7602
S -0.2184 0.1661 0.5175
N -0.6580 1.4140 1.3942
N 0.4806 -0.4913 -0.3249
C -0.4347 0.3948 0.5564
C 0.0772 0.1910 0.0778
C 0.2898 -0.0909 0.1253
C -0.2668 -0.0966 -0.2142
C 0.0800 0.3821 0.2407
C 0.1437 -0.3814 -0.0676
N -0.2012 0.7071 0.2431
H -0.0560 -0.0608 -0.1292
H -0.0038 -0.0667 -0.0206
H 0.0409 -0.1156 0.0519
H 0.0037 -0.0162 0.0041
H -0.0092 -0.0158 0.0382
H 0.0027 -0.0468 -0.0278
H -0.0057 0.0118 -0.0137
O 0.2693 -0.0002 0.0432
C -0.4939 0.1151 0.0441
C 0.2201 -0.0566 -0.1191
C 0.2073 0.0405 0.0249
N 0.2574 -0.0874 -0.6103
C -0.1442 -0.0810 0.1957
Br 0.5188 0.5573 0.3407
C 0.1993 -0.0266 -0.0081
H -0.0781 -0.0085 -0.0166
H -0.0430 0.0320 0.0067
H -0.0047 -0.0578 -0.0203
H -0.0226 0.0121 0.0388
F 0.3667 1.2214 -0.7973
P 0.0237 0.3461 -0.5786
F -0.0501 -0.0402 -0.0514
F -0.1091 0.3574 -0.1629
F 0.0871 0.0902 0.0394
F 0.1549 0.1235 -0.3626
F 0.2335 0.5689 -0.4755
O 0.3779 0.5006 -0.2246
As -3.2581 -2.2771 -0.2435
C 0.4484 0.0422 -0.2128
C 0.0694 -0.0565 -0.2032
C -0.0294 -0.0211 0.0296
C -0.0259 0.0042 0.0265
C 0.0155 0.0278 -0.0523
C -0.0300 -0.0936 0.1036
C 0.2684 0.9920 0.2532
C 0.0774 -0.1279 -0.1088
C -0.0727 0.0681 0.0135
C 0.0007 -0.0453 -0.0508
C -0.0783 -0.0206 0.0323
C 0.0259 0.0685 0.0942
C 1.0066 0.4188 0.4819
C -0.2439 -0.0665 -0.2215
C 0.1567 0.1582 0.2454
C -0.1269 -0.0639 -0.1150
C 0.1379 -0.0657 0.0762
C -0.1420 -0.0010 -0.1213
H -0.0894 0.0173 0.0454
H 0.0099 -0.0066 0.0044
H 0.0092 0.0114 -0.0026
H -0.0292 -0.0110 0.0221
H 0.0719 0.0267 0.0232
H 0.0097 0.0540 0.0159
H -0.0423 -0.0225 -0.0252
H 0.0204 0.0057 0.0393
H 0.0046 -0.0044 -0.0064
H 0.0570 -0.0110 0.0357
H -0.0141 -0.0042 0.0131
H -0.0537 -0.0513 -0.0413
H 0.0127 0.0062 -0.0092
H -0.0608 0.0216 -0.0071
H 0.0114 0.0066 0.0077